# 1
Molecular formula: C10H30N6NaO4
Method: DFT, wB97M-V/def2-TZVPD

HOMO level ... -12.25 eV
ΔE to the lowest compared entry with this formula, charge and spin ... 18.6 kcal per mole
Orbital gap ... 10.061 eV
Net charge ... +1

Structure (XYZ):
```
51
Properties=species:S:1:pos:R:3:nbo_charge:R:1
Na 23.50706 30.50250 -10.20959 0.917
C 26.24661 32.23116 -8.28394 -0.616
C 26.61657 32.24656 -9.77501 -0.065
C 27.43172 31.01290 -10.15718 -0.064
O 26.72036 29.82880 -9.84327 -0.555
C 27.33165 28.62701 -10.26522 -0.243
N 25.38832 32.28101 -10.59922 -0.860
H 25.59404 33.08264 -8.08217 0.207
H 27.13290 32.34000 -7.66131 0.223
H 25.71293 31.31245 -8.04712 0.216
H 27.22127 33.12656 -10.01203 0.184
H 28.41046 31.03814 -9.67768 0.186
H 27.51266 31.03601 -11.25114 0.162
H 28.39434 28.52838 -10.01547 0.176
H 27.31325 28.63510 -11.35977 0.175
H 26.80921 27.81143 -9.77559 0.181
H 24.92799 33.18887 -10.54017 0.360
H 25.77541 32.37691 -11.54168 0.361
C 19.65806 33.23112 -9.89619 -0.641
C 20.97363 32.49882 -10.22062 -0.074
C 21.51837 32.84344 -11.59687 -0.071
O 22.52313 31.85189 -11.84638 -0.587
C 22.27913 31.00308 -12.94942 -0.271
N 21.94491 32.75844 -9.12581 -0.838
H 18.80880 33.21003 -10.57582 0.231
H 19.90207 34.26925 -9.63432 0.208
H 19.28901 32.92005 -8.91125 0.217
H 20.76270 31.42388 -10.23194 0.184
H 21.97264 33.83749 -11.61890 0.187
H 20.74472 32.82541 -12.36500 0.197
H 22.26668 31.52288 -13.91606 0.183
H 21.28107 30.55014 -12.96773 0.173
H 23.06430 30.25469 -13.02265 0.210
H 22.52811 33.56072 -9.36227 0.352
H 21.35674 33.15763 -8.40300 0.367
C 23.71988 27.31240 -11.35967 0.795
O 24.10558 28.47512 -11.25978 -0.725
N 24.53983 26.23553 -11.50817 -0.823
N 22.38326 26.98107 -11.34457 -0.835
H 24.14022 25.31820 -11.47041 0.395
H 25.51530 26.34487 -11.29186 0.410
H 22.11804 26.09276 -10.96393 0.391
H 21.81814 27.79420 -11.15361 0.407
C 21.99745 27.69405 -7.96507 0.782
O 22.11298 28.77306 -8.55494 -0.717
N 20.84927 27.21678 -7.42562 -0.834
N 23.11983 26.97266 -7.65249 -0.842
H 20.08602 27.87213 -7.47690 0.414
H 20.73287 26.34593 -6.95074 0.407
H 24.00186 27.35661 -7.93948 0.409
H 23.07443 26.00548 -7.38760 0.392
```



# 2
Molecular formula: C10H30O9PS5Tl
Method: DFT, wB97M-V/def2-TZVPD

HOMO level ... -7.66 eV
ΔE to the lowest compared entry with this formula, charge and spin ... 112.7 kcal per mole
Orbital gap ... 5.285 eV

Structure (XYZ):
```
56
Properties=species:S:1:pos:R:3:nbo_charge:R:1
Tl -12.65962 8.74958 11.85379 0.996
P -9.20046 11.31434 8.91721 2.369
O -8.14108 12.05216 8.11656 -0.916
O -8.83188 11.04354 10.44701 -0.772
O -9.66860 9.84647 8.44654 -0.922
O -10.53523 12.02074 9.20708 -0.756
C -11.93033 14.88518 17.23556 -0.812
S -10.55426 13.98780 16.38005 1.181
O -11.04825 12.60856 15.90742 -0.961
C -10.45349 15.06837 14.87932 -0.811
H -12.11041 14.35556 18.17106 0.232
H -12.79645 14.69423 16.60194 0.230
H -11.73618 15.94320 17.41161 0.233
H -9.44901 14.82821 14.53083 0.240
H -10.35677 16.12780 15.11672 0.226
H -11.23555 14.89768 14.13949 0.243
C -6.18295 5.59708 11.76723 -0.809
S -7.35036 4.25317 11.15017 1.167
O -8.80746 4.76058 11.16415 -0.966
C -6.88431 4.27917 9.37011 -0.807
H -5.17196 5.25906 11.99472 0.230
H -6.61103 5.93225 12.71196 0.240
H -6.11845 6.46589 11.11216 0.236
H -7.04411 5.32256 9.09827 0.239
H -7.48964 3.62251 8.74523 0.244
H -5.81831 4.11374 9.21401 0.226
C -20.06868 6.61612 10.86021 -0.818
S -19.81630 8.44055 11.04826 1.186
O -18.35123 8.68639 11.39567 -0.977
C -20.02087 8.91981 9.28935 -0.804
H -20.91757 6.37971 10.21866 0.232
H -20.25840 6.19064 11.84565 0.236
H -19.09147 6.22155 10.58186 0.243
H -19.43392 8.19649 8.72331 0.230
H -19.70151 9.95185 9.14445 0.248
H -21.09541 8.89147 9.10858 0.225
C -16.51085 8.35487 19.77595 -0.815
S -16.58511 9.46364 18.22555 1.232
O -16.06544 8.62341 17.11965 -0.974
C -18.44329 9.41292 18.02690 -0.816
H -16.81674 8.88616 20.67721 0.221
H -15.46849 8.08360 19.94333 0.234
H -17.06281 7.41496 19.77483 0.226
H -18.94605 9.92896 18.84485 0.224
H -18.75847 8.38059 17.87508 0.232
H -18.77572 9.98610 17.16142 0.237
C -15.77776 2.94161 16.19263 -0.835
S -15.12439 2.40455 14.54440 1.213
O -14.72336 3.69009 13.87127 -0.984
C -13.54800 1.57920 15.01732 -0.814
H -16.08905 2.12028 16.83809 0.227
H -16.42539 3.81763 16.15704 0.257
H -14.95234 3.39925 16.73793 0.227
H -13.70578 0.86809 15.82821 0.228
H -12.83912 2.34632 15.32892 0.237
H -13.13334 1.16995 14.09609 0.243
```



# 3
Molecular formula: C10H30OP2SeSiTi
Method: DFT, wB97M-V/def2-TZVPD

HOMO level (alpha / beta) ... -4.74 / -4.74 eV
Orbital gap (alpha / beta) ... 4.901 / 4.923 eV

Structure (XYZ):
```
46
Properties=species:S:1:pos:R:3:nbo_charge:R:1
Ti -0.09413 0.29762 0.40533 0.362
Si 0.34532 2.79342 -0.39687 0.895
P -1.97586 0.46505 2.00674 1.056
P 2.56215 0.43507 -0.76639 0.904
H -0.94563 1.58207 0.99990 -0.164
C -1.95632 -0.98822 3.09803 -0.962
H -2.94371 -1.10592 3.56484 0.213
H -1.21928 -0.85764 3.89768 0.241
H -1.71640 -1.93611 2.59801 0.231
C -3.60446 0.40702 1.22960 -0.952
H -4.35120 0.34109 2.04231 0.221
H -3.71299 -0.45652 0.54897 0.245
H -3.75163 1.32475 0.63877 0.245
C -1.95704 1.91726 3.10424 -0.934
H -2.97955 2.05687 3.48335 0.221
H -1.63286 2.78258 2.53966 0.256
H -1.25059 1.71436 3.90716 0.251
C 3.65215 -0.88404 -0.15340 -0.951
H 4.55756 -0.95179 -0.77721 0.222
H 3.12626 -1.84779 -0.17539 0.232
H 3.93499 -0.65714 0.88481 0.248
C 2.39764 0.18119 -2.58419 -0.971
H 3.38938 0.03279 -3.03702 0.213
H 1.91888 1.04701 -3.05950 0.231
H 1.78266 -0.70665 -2.78347 0.227
C 3.77012 1.84111 -0.71745 -0.941
H 4.55374 1.67742 -1.47088 0.210
H 4.23327 1.89774 0.27887 0.248
H 3.28273 2.80613 -0.90683 0.245
C -0.66145 1.55013 -1.50267 -1.063
H -1.01889 0.50159 -1.19934 0.212
H -0.14376 1.40363 -2.45351 0.233
H -1.59027 2.11845 -1.68475 0.252
H -0.65529 3.69030 0.24015 -0.162
H 1.21855 3.60504 -1.28265 -0.179
C -0.55716 -2.59129 -0.95908 0.423
O -0.33700 -1.43771 -0.39731 -0.646
C -0.99280 -3.70576 -0.06461 -0.688
H -2.04484 -3.91325 -0.28328 0.223
H -0.94996 -3.39151 0.99445 0.233
H -0.40980 -4.65331 -0.14927 0.231
C -0.68201 -2.57679 -2.44590 -0.694
H 0.14984 -3.09769 -2.99262 0.234
H -0.73142 -1.53473 -2.82959 0.233
H -1.63769 -3.05531 -2.70644 0.222
Se 1.62871 1.87947 1.31678 -0.602
```



# 4
Molecular formula: C10H31CrO6
Method: DFT, wB97M-V/def2-TZVPD

HOMO level (alpha / beta) ... -7.39 / -9.00 eV
Spin multiplicity ... 6
Orbital gap (alpha / beta) ... 6.792 / 8.488 eV
⟨S²⟩ ... 8.753

Structure (XYZ):
```
48
Properties=species:S:1:pos:R:3:nbo_charge:R:1
Cr 0.40681 3.24850 2.03095 0.911
O 0.79929 1.44848 1.12088 -1.303
H 0.22242 0.74510 0.76451 0.460
C -2.04293 -2.50743 1.18479 -0.635
C -2.31167 -1.41242 0.15519 -0.066
O -3.74303 -1.28926 0.01832 -0.733
H -1.01033 -2.49573 1.53363 0.216
H -2.23060 -3.49352 0.75993 0.211
H -2.57461 -2.48281 2.13601 0.219
H -1.70303 -1.57493 -0.73433 0.172
H -1.97854 -0.43470 0.50330 0.144
H -3.99906 -1.06598 -0.87956 0.471
C 0.15828 -0.14750 -2.95125 -0.626
C -1.15028 -0.49174 -3.56683 -0.064
O -0.96355 -0.41008 -4.96813 -0.725
H 0.89988 -0.80971 -3.39801 0.197
H 0.13993 -0.32781 -1.87642 0.204
H 0.52564 0.85024 -3.19142 0.227
H -1.97666 0.14137 -3.24378 0.172
H -1.36336 -1.53850 -3.35004 0.153
H -0.18646 -0.91612 -5.21644 0.463
C 1.43110 -1.46846 4.71869 -0.619
C 0.90083 -0.62991 3.57547 -0.058
O 1.91791 -0.45124 2.64124 -0.751
H 2.25699 -1.02893 5.27799 0.208
H 1.69896 -2.49478 4.46764 0.208
H 0.60217 -1.52187 5.42448 0.195
H 0.54539 0.33286 3.94267 0.140
H 0.04948 -1.12751 3.11104 0.139
H 1.46671 0.22754 2.13401 0.495
C -1.93332 2.31287 -0.95797 -0.642
C -2.15227 2.82592 0.43837 -0.083
O -1.15170 3.76588 0.63516 -0.777
H -1.01411 1.73536 -1.05619 0.236
H -2.04593 3.14114 -1.65753 0.202
H -2.76823 1.68020 -1.25924 0.212
H -2.19752 2.03985 1.19213 0.199
H -3.15555 3.25153 0.45776 0.169
H -1.36807 4.42643 -0.02699 0.496
C 4.03784 -0.60981 -1.83679 -0.619
C 3.27042 -0.18903 -0.58447 -0.049
O 2.56936 0.96005 -0.80260 -0.761
H 4.55770 -1.55518 -1.68144 0.202
H 4.76009 0.17441 -2.06362 0.201
H 3.40041 -0.75459 -2.70904 0.196
H 3.91637 -0.12622 0.29126 0.158
H 2.54102 -0.98361 -0.42723 0.136
H 1.94577 1.03179 -0.07625 0.501
```



# 5
Molecular formula: C10H31F2NO21P3S3Ti
Method: DFT, wB97M-V/def2-TZVPD

HOMO level (alpha / beta) ... -2.23 / -6.47 eV
Spin multiplicity ... 5
Orbital gap (alpha / beta) ... 4.284 / 8.375 eV
Net charge ... -1
⟨S²⟩ ... 6.011

Structure (XYZ):
```
72
Properties=species:S:1:pos:R:3:lowdin_spin:R:1
Ti -0.07568 0.80877 0.59891 2.416
N -2.14700 0.73792 1.47067 0.117
S -2.90053 0.57404 2.79172 0.031
O -2.49245 -0.51915 3.67753 0.009
O -4.30002 1.02031 2.86694 0.020
F -2.11442 1.80759 3.48693 0.012
S -3.35525 -0.12967 0.54553 0.073
O -4.41079 0.71920 -0.04504 0.026
O -3.78444 -1.44673 0.90853 0.050
F -2.37129 -0.46496 -0.63947 0.016
S 2.42145 2.79037 -1.01582 -0.010
O 2.04829 3.64543 -2.09240 0.043
O 1.35301 2.53832 -0.09716 0.029
O 3.07165 1.59772 -1.46722 0.467
O 3.66620 3.17100 -0.37244 0.498
C -3.28517 3.53497 0.29220 0.002
O -2.01265 3.00450 0.22213 0.020
H -3.95496 3.06391 -0.42723 0.000
H -3.62781 3.36512 1.31291 0.000
H -3.30737 4.60698 0.09624 0.000
H -1.98404 2.21404 0.76615 0.009
C 3.55266 3.24344 2.94231 0.001
O 3.68376 1.94882 3.38394 0.001
P 3.38930 0.74817 2.33274 0.001
O 3.98054 0.93431 0.95836 -0.001
O 3.86769 -0.57732 3.16343 0.001
C 3.49045 -1.90777 2.64136 0.000
O 1.75230 0.64475 2.34421 0.035
C 1.05276 0.27396 3.49695 0.033
H 4.49235 3.77589 2.79543 0.000
H 3.03524 3.71877 3.77563 0.000
H 2.91249 3.37180 2.06949 0.001
H 2.80371 -1.82839 1.79864 0.000
H 3.01192 -2.58640 3.34745 0.000
H 4.40772 -2.35703 2.26072 0.000
H 1.64797 0.03713 4.37884 0.003
H 0.21802 -0.40850 3.33703 0.011
H 0.52709 1.21762 3.64281 0.009
C -0.30216 -3.24626 2.64689 0.002
O 0.03323 -3.90946 1.41278 0.002
P 0.67586 -3.05622 0.13721 0.005
O 0.36311 -1.60672 0.09808 0.040
O 2.25778 -3.42629 0.04920 0.001
C 2.65226 -4.78481 0.16259 0.000
O 0.14919 -3.86372 -1.16261 0.001
C -1.22905 -3.77856 -1.47634 0.001
H -1.09356 -3.70579 3.23903 0.000
H -0.74927 -2.28485 2.39412 0.002
H 0.52936 -3.17227 3.34775 0.000
H 1.83619 -5.50740 0.16441 0.000
H 3.18956 -4.99475 1.08743 0.000
H 3.33488 -5.06851 -0.63844 0.000
H -1.36542 -3.39024 -2.48565 0.000
H -1.78541 -3.19049 -0.74644 0.000
H -1.60516 -4.80148 -1.45972 0.000
C -3.68325 1.97701 -3.24533 0.001
O -2.77747 0.94246 -3.61755 0.001
P -1.17210 1.10920 -3.36665 0.002
O -0.80152 1.63768 -2.02471 0.012
O -0.55850 -0.36036 -3.66527 0.000
C 0.77859 -0.73194 -3.38267 0.003
O -0.67581 1.98325 -4.62518 0.000
C -0.91315 1.59745 -5.94523 0.000
H -3.14957 2.89269 -2.99074 0.000
H -4.39290 1.65978 -2.48123 0.001
H -4.26779 2.21465 -4.13412 0.000
H 1.47411 0.09280 -3.22723 0.002
H 1.27312 -1.31158 -4.16214 0.000
H 0.63128 -1.28759 -2.45657 0.001
H -0.04841 1.02001 -6.27216 0.000
H -1.07355 2.47126 -6.57676 0.000
H -1.79712 0.99200 -6.14552 0.000
```